{
  "formula": "C8H11N4",
  "method": "ωB97M-V with the def2-TZVPD basis set",
  "elements": ["C", "C", "C", "C", "C", "C", "C", "C", "N", "N", "N", "N", "H", "H", "H", "H", "H", "H", "H", "H", "H", "H", "H"],
  "positions_angstrom": [[-1.379, 1.816, 0.534], [0.284, -0.298, -0.141], [-0.289, 1.547, 1.301], [0.641, 0.499, 0.931], [-0.727, 0.129, -0.979], [-1.103, -0.825, -2.627], [1.030, -1.557, -0.488], [0.326, -2.401, -1.576], [-0.534, -1.891, -2.655], [-1.490, 1.185, -0.694], [0.027, 2.017, 2.576], [1.714, 0.229, 1.750], [-2.005, 2.581, 0.929], [-1.795, -0.421, -3.313], [2.083, -1.286, -0.870], [1.113, -2.167, 0.313], [0.854, -3.106, -2.162], [-0.435, -2.999, -1.244], [-2.069, 1.486, -1.465], [-0.209, 2.992, 2.620], [-0.435, 1.562, 3.340], [2.608, 0.090, 1.359], [1.786, 0.817, 2.562]],
  "forces_ev_per_a": [[1.27, -0.04, -0.54], [0.02, -0.49, -1.24], [0.96, -2.64, 0.22], [-0.09, 0.23, 0.74], [-0.64, -1.13, -2.81], [1.25, 2.11, 4.36], [0.82, 1.98, -4.49], [-0.20, 0.91, -1.54], [0.90, 0.09, -0.65], [0.17, 0.18, 0.76], [-0.42, 1.94, 0.04], [-1.44, 0.46, -0.21], [-1.03, 0.40, -0.62], [-0.71, 0.69, -0.53], [-1.42, -0.41, 0.66], [0.47, -1.81, 2.77], [1.81, -0.52, 0.21], [-1.59, -1.93, 2.33], [-0.50, 0.40, 0.55], [0.05, 0.51, 0.48], [-0.29, -0.50, 0.27], [0.85, -0.79, -0.82], [-0.25, 0.37, 0.07]],
  "nbo_charge": [0.010, -0.155, 0.086, 0.292, 0.232, 0.173, -0.428, -0.261, -0.320, -0.484, -0.840, -0.764, 0.244, 0.211, 0.231, 0.245, 0.243, 0.228, 0.440, 0.389, 0.398, 0.407, 0.423],
  "orbital_gap_ev": 9.33,
  "total_charge": 1,
  "relative_energy_ev": 1.817,
  "lumo_ev": -3.732,
  "multiplicity": 1
}

=====

{
  "formula": "C30H65Br20N4O",
  "method": "ωB97M-V with the def2-TZVPD basis set",
  "elements": ["C", "C", "O", "C", "C", "C", "C", "C", "N", "C", "N", "N", "C", "C", "N", "H", "H", "H", "H", "H", "H", "H", "H", "H", "H", "H", "H", "H", "H", "H", "H", "H", "H", "H", "H", "H", "H", "H", "H", "H", "Br", "C", "C", "Br", "H", "H", "H", "H", "Br", "C", "C", "Br", "H", "H", "H", "H", "Br", "C", "C", "Br", "H", "H", "H", "H", "Br", "C", "C", "Br", "H", "H", "H", "H", "Br", "C", "C", "Br", "H", "H", "H", "H", "Br", "C", "C", "Br", "H", "H", "H", "H", "Br", "C", "C", "Br", "H", "H", "H", "H", "Br", "C", "C", "Br", "H", "H", "H", "H", "Br", "C", "C", "Br", "H", "H", "H", "H", "Br", "C", "C", "Br", "H", "H", "H", "H"],
  "positions_angstrom": [[-2.015, 0.191, -1.268], [-2.631, -1.130, -0.748], [-3.980, -1.001, -0.316], [-4.213, -0.219, 0.872], [-5.043, -1.134, 1.859], [-4.435, -1.225, 3.299], [-4.619, -0.023, 4.335], [-3.468, 1.029, 4.567], [-2.288, 0.412, 5.233], [-1.096, 0.952, 4.742], [-0.997, 2.390, 4.383], [-0.023, 0.217, 4.643], [0.009, -1.223, 5.059], [-0.750, -2.078, 3.981], [-0.304, -1.802, 2.608], [-2.281, 0.379, -2.334], [-0.895, 0.158, -1.273], [-2.296, 1.063, -0.671], [-1.944, -1.603, -0.010], [-2.657, -1.820, -1.622], [-3.249, 0.010, 1.390], [-4.764, 0.714, 0.617], [-6.123, -0.896, 1.862], [-4.913, -2.141, 1.400], [-3.352, -1.415, 3.179], [-4.930, -2.087, 3.795], [-4.710, -0.542, 5.321], [-5.564, 0.544, 4.192], [-3.227, 1.588, 3.642], [-3.912, 1.781, 5.262], [-2.310, 0.642, 6.230], [-1.118, 2.431, 3.367], [-0.029, 2.683, 4.542], [0.850, 0.590, 4.284], [1.051, -1.559, 5.212], [-0.581, -1.314, 5.992], [-1.827, -1.857, 4.156], [-0.638, -3.158, 4.229], [-0.947, -2.315, 2.001], [-0.461, -0.826, 2.354], [0.944, -1.698, -1.194], [1.551, -3.380, -1.969], [0.463, -4.416, -1.946], [0.258, -5.115, -0.144], [2.435, -3.684, -1.416], [1.835, -3.135, -2.990], [0.730, -5.272, -2.564], [-0.506, -4.037, -2.263], [2.763, -4.854, 2.303], [4.264, -5.990, 1.796], [3.831, -7.416, 1.572], [3.512, -8.342, 3.256], [5.014, -5.889, 2.576], [4.646, -5.558, 0.872], [4.622, -7.983, 1.083], [2.918, -7.498, 0.988], [3.577, -0.528, -5.732], [2.819, -1.945, -6.829], [2.167, -3.005, -5.986], [3.494, -4.159, -5.145], [3.625, -2.327, -7.452], [2.083, -1.451, -7.460], [1.563, -3.670, -6.604], [1.549, -2.597, -5.190], [0.472, 7.931, 4.127], [-0.075, 7.001, 5.747], [0.020, 5.505, 5.581], [-1.456, 4.813, 4.498], [-1.081, 7.341, 5.984], [0.612, 7.346, 6.519], [-0.075, 5.008, 6.547], [0.943, 5.185, 5.102], [0.716, -2.487, -9.638], [2.224, -3.641, -10.084], [1.771, -5.045, -10.378], [1.319, -6.002, -8.742], [2.924, -3.583, -9.255], [2.677, -3.190, -10.965], [2.576, -5.620, -10.832], [0.895, -5.086, -11.021], [-3.471, 8.157, 3.362], [-4.389, 7.301, 1.875], [-4.806, 5.902, 2.236], [-3.270, 4.701, 2.228], [-3.715, 7.342, 1.023], [-5.261, 7.921, 1.673], [-5.495, 5.501, 1.493], [-5.260, 5.828, 3.220], [7.086, -0.378, -7.197], [6.853, 1.325, -6.286], [7.855, 1.498, -5.175], [7.382, 0.425, -3.619], [5.823, 1.361, -5.942], [7.000, 2.081, -7.056], [7.860, 2.527, -4.821], [8.863, 1.213, -5.461], [-3.509, 9.151, 6.990], [-2.813, 10.920, 6.566], [-1.350, 10.863, 6.210], [-0.239, 10.634, 7.793], [-3.023, 11.555, 7.422], [-3.400, 11.261, 5.713], [-1.027, 11.804, 5.769], [-1.106, 10.047, 5.533], [4.036, 2.764, -9.313], [2.822, 1.850, -10.532], [2.703, 0.388, -10.195], [4.279, -0.604, -10.770], [3.192, 2.027, -11.539], [1.863, 2.350, -10.408], [1.871, -0.063, -10.731], [2.584, 0.204, -9.130], [-1.340, -5.293, 5.920], [-1.031, -7.096, 5.251], [-0.724, -7.087, 3.780], [-2.331, -6.794, 2.719], [-1.913, -7.680, 5.499], [-0.181, -7.471, 5.819], [-0.344, -8.055, 3.461], [-0.015, -6.315, 3.499]],
  "forces_ev_per_a": [[0.75, 0.03, -0.55], [0.48, 0.25, -1.02], [0.35, 0.45, 0.37], [-0.32, -0.83, 0.55], [0.86, 0.10, -0.18], [-0.63, 0.83, 0.08], [0.51, -0.62, 0.30], [-1.98, 0.21, 0.14], [0.85, 1.05, -0.87], [1.06, 1.32, -0.64], [0.39, -5.05, -0.09], [-0.37, -0.89, 1.03], [-0.78, -0.81, -0.42], [-0.27, 0.30, 0.84], [-0.50, -0.16, 0.28], [-0.13, -0.06, 0.83], [-1.01, -0.08, 0.13], [-0.13, -0.12, -0.03], [-0.63, 0.27, 0.04], [-0.13, 0.25, 0.75], [-0.47, 0.10, -0.53], [0.54, -0.50, 0.10], [0.56, -0.03, 0.07], [-0.34, 0.59, 0.45], [-0.55, -0.15, 0.16], [0.60, 0.33, -0.34], [-0.12, 0.53, -0.56], [0.54, -0.39, -0.13], [0.19, -0.52, 0.43], [0.43, -0.36, -0.58], [-0.08, -0.44, -0.10], [-0.37, 0.43, 0.27], [-0.21, -0.08, -0.05], [-0.36, 0.20, -0.02], [-0.51, 0.47, -0.17], [0.66, 0.04, -0.43], [0.67, -0.18, -0.16], [0.24, 0.78, -0.25], [0.51, -0.05, -0.11], [0.01, -0.17, 0.15], [0.19, -0.17, 0.04], [0.02, 0.26, -0.21], [0.04, -0.26, 0.11], [-0.35, -0.07, -0.12], [-0.07, -0.02, -0.01], [0.00, -0.04, 0.04], [0.07, 0.07, 0.00], [0.08, 0.07, 0.03], [0.21, 0.04, 0.24], [-0.12, 0.14, -0.12], [0.12, -0.17, 0.11], [-0.10, 0.05, -0.05], [-0.05, -0.09, -0.02], [-0.03, -0.06, 0.01], [0.01, 0.08, 0.01], [0.04, 0.09, 0.03], [-0.03, -0.05, 0.06], [-0.01, 0.38, 0.08], [0.02, -0.33, -0.13], [-0.05, 0.03, 0.04], [0.00, -0.02, 0.09], [-0.02, -0.11, 0.08], [0.04, 0.06, -0.05], [0.05, 0.10, -0.08], [-0.07, -0.03, 0.03], [0.27, 0.13, -0.03], [-0.30, -0.25, 0.22], [0.50, 3.31, 0.93], [0.01, -0.10, -0.01], [-0.04, -0.04, -0.01], [0.05, 0.14, 0.03], [0.00, 0.17, 0.01], [-0.10, -0.15, 0.00], [-0.08, 0.10, -0.26], [0.09, -0.21, 0.18], [-0.05, 0.04, -0.03], [-0.03, -0.08, -0.05], [-0.01, -0.03, 0.04], [0.02, 0.08, 0.02], [0.04, 0.08, 0.04], [-0.01, -0.03, -0.05], [0.04, 0.28, 0.18], [-0.18, -0.18, -0.26], [-0.80, -0.19, -0.87], [-0.06, -0.10, 0.02], [-0.02, -0.09, 0.02], [0.05, 0.04, 0.00], [0.09, 0.08, -0.02], [-0.03, 0.02, 0.02], [0.11, -0.07, -0.30], [-0.10, 0.10, 0.24], [0.05, -0.02, -0.05], [0.07, -0.01, 0.04], [0.03, 0.00, 0.06], [-0.04, -0.02, -0.06], [-0.09, -0.03, -0.05], [0.03, 0.02, 0.09], [-0.11, -0.11, -0.18], [0.12, 0.18, 0.13], [0.00, -0.12, -0.08], [0.09, -0.04, -0.02], [0.06, -0.02, 0.00], [-0.07, -0.02, 0.01], [-0.08, 0.05, 0.01], [0.02, -0.02, -0.07], [-0.01, 0.18, 0.24], [0.03, -0.04, -0.27], [-0.01, -0.01, 0.14], [0.00, -0.09, 0.05], [0.01, -0.08, 0.01], [0.01, 0.08, 0.00], [0.04, 0.10, -0.03], [-0.10, -0.03, 0.09], [0.20, 0.01, 0.16], [-0.19, -0.17, -0.22], [0.07, 0.11, 0.00], [0.01, 0.06, -0.07], [0.00, 0.04, -0.07], [0.03, -0.01, 0.07], [0.07, 0.01, 0.05]],
  "lowdin_charge": [-0.103, -0.282, -0.171, -0.198, -0.150, -0.181, -0.149, -0.177, 0.058, -0.280, -0.072, 0.131, -0.099, -0.268, 0.025, 0.086, -0.006, 0.060, 0.077, 0.123, 0.105, 0.125, 0.113, 0.120, 0.071, 0.113, 0.107, 0.116, 0.096, 0.128, 0.164, 0.072, 0.066, 0.173, 0.134, 0.124, 0.075, 0.056, 0.057, 0.052, 0.688, -0.683, -0.672, 0.585, 0.053, -0.005, 0.062, 0.052, 0.562, -0.675, -0.688, 0.603, 0.052, 0.059, 0.061, 0.045, 0.643, -0.723, -0.682, 0.635, 0.046, -0.009, 0.019, 0.042, 0.623, -0.683, -0.627, 0.688, 0.018, 0.058, 0.063, 0.052, 0.691, -0.671, -0.676, 0.623, 0.039, 0.031, 0.064, 0.054, 0.610, -0.678, -0.650, 0.574, 0.055, 0.064, 0.062, 0.059, 0.585, -0.708, -0.691, 0.593, 0.003, 0.056, 0.057, 0.051, 0.589, -0.675, -0.693, 0.610, 0.053, 0.060, 0.064, -0.003, 0.605, -0.685, -0.714, 0.635, 0.053, 0.060, 0.016, 0.026, 0.626, -0.672, -0.697, 0.599, 0.055, 0.062, 0.059, 0.022],
  "orbital_gap_ev": 7.75,
  "total_charge": 1,
  "lumo_ev": -3.237,
  "multiplicity": 1
}

=====

{
  "formula": "C3H8O2S",
  "method": "ωB97M-V with the def2-TZVPD basis set",
  "elements": ["O", "C", "O", "H", "H", "C", "S", "C", "H", "H", "H", "H", "H", "H"],
  "positions_angstrom": [[-0.217, 3.895, -0.851], [0.721, 3.492, -0.231], [0.455, 2.853, 0.913], [1.705, 3.649, -0.541], [1.071, 2.073, 1.006], [0.663, -2.534, 1.151], [-0.010, -1.979, -0.406], [-1.621, -2.795, -0.517], [-0.049, -2.293, 1.823], [1.655, -2.173, 1.594], [1.039, -3.560, 1.164], [-2.029, -2.867, -1.591], [-1.408, -3.822, -0.055], [-2.318, -2.299, 0.176]],
  "forces_ev_per_a": [[0.32, 0.64, -0.54], [-3.30, 0.06, -0.14], [1.56, -1.98, 0.75], [2.08, -0.02, -0.28], [-0.68, 1.28, 0.20], [3.46, -1.13, -0.62], [1.04, 1.07, -1.52], [0.06, -1.66, 0.91], [-2.17, 0.09, 2.73], [-1.31, 1.03, -1.41], [-1.20, -0.56, -0.22], [0.91, 0.20, 1.78], [-0.73, 1.09, -1.06], [-0.03, -0.12, -0.59]],
  "nbo_charge": [-0.535, 0.624, -0.686, 0.109, 0.486, -0.779, 0.176, -0.757, 0.208, 0.248, 0.218, 0.251, 0.221, 0.215],
  "orbital_gap_ev": 9.03,
  "relative_energy_ev": 1.767,
  "lumo_ev": 0.431,
  "smiles": "O=CO.CSC",
  "multiplicity": 1
}

=====

{
  "formula": "C18H20F4N7O4SZr",
  "method": "ωB97M-V with the def2-TZVPD basis set",
  "elements": ["Zr", "C", "C", "N", "C", "C", "C", "C", "N", "C", "C", "F", "C", "F", "C", "C", "F", "C", "F", "H", "H", "H", "H", "H", "H", "H", "H", "H", "H", "H", "H", "H", "H", "H", "N", "C", "N", "C", "N", "C", "C", "N", "C", "C", "N", "H", "H", "H", "H", "H", "O", "S", "O", "O", "O"],
  "positions_angstrom": [[0.664, -0.411, 0.099], [-3.405, 1.464, -1.809], [-2.325, 0.498, -1.336], [-1.328, 1.021, -0.353], [-2.001, 1.384, 0.929], [-2.369, 0.185, 1.781], [-0.690, 2.245, -0.895], [0.591, 2.624, -0.107], [0.925, 1.515, 0.783], [1.823, 1.681, 1.830], [1.839, 0.661, 2.774], [0.952, -0.379, 2.519], [2.681, 0.610, 3.857], [2.614, -0.425, 4.688], [3.575, 1.643, 4.061], [3.584, 2.677, 3.145], [4.442, 3.681, 3.295], [2.738, 2.705, 2.046], [2.836, 3.721, 1.178], [-4.037, 0.941, -2.527], [-2.991, 2.335, -2.315], [-4.052, 1.804, -1.003], [-1.761, 0.156, -2.203], [-2.797, -0.377, -0.891], [-2.889, 1.978, 0.707], [-1.319, 2.023, 1.483], [-3.044, -0.497, 1.266], [-2.872, 0.528, 2.685], [-1.480, -0.361, 2.113], [-1.382, 3.088, -0.853], [-0.462, 2.062, -1.947], [0.445, 3.550, 0.448], [1.400, 2.809, -0.817], [4.254, 1.637, 4.901], [1.246, -1.469, -4.059], [1.425, -0.568, -3.109], [0.558, -0.812, -2.132], [-0.077, -1.953, -2.546], [0.306, -2.372, -3.717], [-0.958, -2.665, -1.621], [-1.644, -3.817, -1.974], [-2.342, -4.510, -1.084], [-2.332, -4.065, 0.168], [-1.651, -2.913, 0.533], [-0.974, -2.199, -0.364], [1.762, -1.591, -4.917], [2.166, 0.213, -3.121], [-1.617, -4.179, -2.994], [-2.878, -4.643, 0.902], [-1.647, -2.573, 1.559], [3.019, -2.482, -1.493], [3.016, -1.808, -0.224], [4.150, -1.893, 0.617], [2.621, -0.304, -0.481], [1.694, -2.171, 0.529]],
  "forces_ev_per_a": [[0.09, -0.14, 0.16], [0.03, -0.01, 0.04], [-0.02, 0.07, -0.01], [-0.21, -0.01, -0.08], [0.03, -0.05, 0.04], [0.00, 0.09, -0.10], [0.28, 0.09, 0.09], [-0.13, -0.16, 0.00], [0.38, 0.29, 0.01], [-0.08, -0.01, -0.11], [0.00, -0.07, -0.07], [-0.02, -0.07, -0.04], [-0.03, -0.03, 0.04], [0.02, 0.00, 0.02], [0.00, 0.02, -0.01], [-0.02, -0.04, 0.01], [0.01, 0.02, 0.01], [0.02, 0.08, -0.03], [0.00, 0.02, -0.01], [0.00, 0.00, 0.00], [-0.01, 0.00, 0.00], [-0.01, 0.01, -0.01], [0.01, -0.01, 0.00], [0.02, -0.02, 0.02], [-0.01, 0.01, -0.01], [0.00, 0.00, 0.00], [0.00, -0.03, 0.03], [0.01, -0.02, 0.02], [0.00, -0.02, 0.01], [-0.09, -0.06, -0.09], [0.02, -0.02, 0.00], [-0.07, -0.04, 0.08], [0.02, 0.11, 0.01], [0.00, 0.00, 0.00], [0.00, -0.09, -0.07], [-0.09, 0.10, 0.07], [0.07, -0.16, -0.17], [-0.08, 0.10, 0.20], [0.00, -0.03, -0.03], [0.10, -0.05, -0.01], [-0.11, -0.05, 0.01], [0.03, 0.06, 0.03], [-0.02, -0.08, -0.12], [-0.03, 0.03, 0.06], [0.01, -0.01, 0.02], [0.03, 0.05, 0.00], [0.02, -0.01, -0.03], [0.01, 0.00, 0.00], [0.01, 0.03, 0.03], [0.00, -0.01, 0.00], [0.06, 0.04, 0.09], [-0.15, -0.28, -0.38], [-0.01, 0.06, 0.13], [-0.01, 0.15, 0.24], [-0.05, 0.18, -0.09]],
  "nbo_charge": [2.468, -0.641, -0.214, -0.523, -0.230, -0.612, -0.226, -0.237, -0.854, 0.065, 0.295, -0.328, 0.365, -0.281, -0.336, 0.379, -0.282, 0.288, -0.297, 0.240, 0.218, 0.217, 0.206, 0.206, 0.207, 0.228, 0.213, 0.255, 0.195, 0.217, 0.211, 0.220, 0.211, 0.269, -0.300, 0.292, -0.646, 0.307, -0.199, 0.129, 0.058, -0.312, 0.022, 0.034, -0.495, 0.449, 0.261, 0.236, 0.229, 0.226, -0.953, 2.564, -0.886, -1.061, -1.063],
  "orbital_gap_ev": 7.33,
  "total_charge": 1,
  "relative_energy_ev": 0.000,
  "lumo_ev": -4.083,
  "multiplicity": 1
}